Entry 1:
C26H37NO7P2PdSSi | wB97M-V/def2-TZVPD

* molar mass: 704.1 g/mol
* ΔE to the lowest compared entry with this formula, charge and spin: 0.0 kcal per mole
* LUMO (spin up / spin down): 0.3 / -0.8 eV
* E_HOMO (spin up / spin down): -6.60 / -9.02 eV
* <S²>: 2.009

ORCA input file:
```
! wB97M-V def2-TZVPD RIJCOSX def2/J DEFGRID3
* xyz 0 3
Pd -0.739 0.781 0.957
N -4.248 0.636 0.230
C -3.430 1.413 -0.740
C -4.389 1.970 -1.806
P -2.401 0.122 -1.573
O -2.280 0.485 -3.115
O -3.410 -1.093 -1.547
O -1.045 -0.175 -1.026
P -2.503 2.866 0.021
O -2.701 2.534 1.626
O -3.190 4.129 -0.303
O -1.036 2.643 -0.255
H -4.052 -0.864 -0.825
H -5.087 1.160 0.449
H -3.737 0.505 1.100
H -4.933 1.162 -2.299
H -3.845 2.541 -2.554
H -5.095 2.650 -1.330
H -1.360 0.657 -3.349
H -3.087 3.296 2.072
C -1.297 -2.261 6.055
C -2.521 -1.870 5.234
C -2.558 -2.541 3.864
S -1.206 -1.887 2.835
O -1.890 -0.923 1.887
C -0.750 -3.330 1.827
C -1.544 -3.454 0.535
C -3.022 -3.772 0.717
H -1.307 -1.775 7.030
H -0.371 -1.974 5.548
H -1.267 -3.341 6.220
H -2.556 -0.784 5.096
H -3.434 -2.141 5.769
H -3.468 -2.298 3.315
H -2.472 -3.626 3.942
H -0.830 -4.209 2.472
H 0.307 -3.168 1.614
H -1.064 -4.242 -0.051
H -1.431 -2.529 -0.034
H -3.169 -4.670 1.324
H -3.494 -3.941 -0.251
H -3.545 -2.942 1.191
C -0.369 3.645 5.210
C 0.454 4.180 4.227
C 1.055 3.349 3.293
C 0.851 1.966 3.322
C 0.005 1.447 4.313
C -0.591 2.274 5.251
Si 1.473 0.868 1.932
C 2.175 -0.765 2.546
C 2.512 -1.734 1.592
C 2.995 -2.978 1.969
C 3.140 -3.289 3.316
C 2.819 -2.340 4.277
C 2.349 -1.090 3.893
C 2.715 1.718 0.812
C 2.309 2.683 -0.113
C 3.239 3.311 -0.930
C 4.585 2.980 -0.846
C 5.002 2.016 0.063
C 4.072 1.393 0.884
H -0.839 4.295 5.937
H 0.627 5.248 4.187
H 1.691 3.779 2.526
H -0.194 0.380 4.342
H -1.235 1.851 6.014
H 2.392 -1.505 0.536
H 3.258 -3.707 1.212
H 3.515 -4.260 3.614
H 2.948 -2.567 5.329
H 2.125 -0.352 4.656
H 1.256 2.934 -0.210
H 2.906 4.057 -1.641
H 5.307 3.468 -1.489
H 6.050 1.752 0.135
H 4.410 0.643 1.591
*
```

Entry 2:
C26H38Br2Cl42F3NO2P | wB97M-V/def2-TZVPD

* molar mass: 2133.4 g/mol
* LUMO: 1.4 eV
* E_HOMO: -4.53 eV

ORCA input file:
```
! wB97M-V def2-TZVPD RIJCOSX def2/J DEFGRID3
* xyz -1 1
C 8.266 -2.212 0.339
C 6.752 -2.384 -0.186
C 5.854 -2.718 1.083
C 4.705 -1.620 1.358
O 3.628 -1.945 0.468
P 2.099 -1.233 0.912
C 1.721 -2.870 1.887
C 0.235 -2.970 2.395
N 0.016 -3.193 3.668
C 2.500 0.437 -0.017
C 1.831 1.590 0.852
C 2.433 3.040 0.530
F 2.521 3.271 -0.847
Br 4.234 3.101 1.415
C 1.594 4.208 1.244
F 1.332 3.925 2.576
F 2.223 5.448 1.194
Br -0.139 4.434 0.273
C 1.368 -1.975 -0.710
O 0.050 -1.414 -0.941
C -0.718 -2.332 -1.743
H 8.348 -1.185 0.815
H 9.032 -2.385 -0.475
H 8.422 -3.029 1.110
H 6.392 -1.493 -0.775
H 6.741 -3.303 -0.852
H 5.361 -3.740 1.005
H 6.494 -2.711 2.030
H 5.153 -0.630 1.041
H 4.469 -1.706 2.460
H 2.612 -0.594 2.101
H 0.795 -0.675 1.249
H 2.441 -2.843 2.777
H 2.029 -3.788 1.290
H -0.626 -2.874 1.662
H 0.916 -3.267 4.156
H 3.619 0.620 -0.081
H 2.011 0.378 -1.040
H 1.962 1.449 1.965
H 0.706 1.668 0.678
H 2.039 -1.745 -1.610
H 1.276 -3.107 -0.676
H -1.541 -1.732 -2.247
H -0.122 -2.824 -2.569
H -1.177 -3.087 -1.029
C 6.131 -5.340 -3.694
Cl 5.159 -6.818 -3.762
Cl 5.115 -3.949 -3.301
Cl 7.441 -5.512 -2.517
H 6.572 -5.176 -4.673
C 11.252 -4.395 -3.513
Cl 10.259 -4.555 -4.969
Cl 10.429 -3.402 -2.304
Cl 11.645 -5.987 -2.850
H 12.180 -3.901 -3.787
C -2.889 6.904 2.339
Cl -3.878 6.736 0.883
Cl -3.680 7.974 3.508
Cl -2.572 5.322 3.060
H -1.939 7.348 2.058
C -3.696 -1.164 -4.352
Cl -4.882 -1.014 -5.658
Cl -4.481 -1.699 -2.860
Cl -2.405 -2.280 -4.813
H -3.254 -0.186 -4.175
C 1.232 4.102 -3.583
Cl 2.651 5.035 -4.079
Cl -0.237 4.769 -4.312
Cl 1.423 2.400 -4.015
H 1.138 4.171 -2.501
C 8.585 -6.262 2.551
Cl 7.866 -5.825 0.998
Cl 9.681 -4.991 3.111
Cl 7.327 -6.571 3.755
H 9.161 -7.174 2.417
C -6.231 5.508 4.833
Cl -7.209 5.339 3.369
Cl -7.030 6.578 5.994
Cl -5.920 3.927 5.563
H -5.278 5.952 4.558
C -7.674 5.151 9.683
Cl -8.706 3.714 9.653
Cl -8.633 6.598 10.022
Cl -6.384 4.965 10.878
H -7.219 5.265 8.703
C -7.704 1.895 -4.466
Cl -6.029 1.465 -4.100
Cl -7.863 2.396 -6.156
Cl -8.786 0.543 -4.113
H -7.987 2.732 -3.833
C -6.326 1.649 2.245
Cl -6.189 0.647 0.795
Cl -4.961 2.765 2.350
Cl -7.858 2.539 2.248
H -6.307 0.999 3.115
C -12.214 -0.464 -5.861
Cl -11.929 1.209 -5.363
Cl -11.510 -1.592 -4.695
Cl -13.947 -0.768 -6.052
H -11.732 -0.621 -6.822
C 5.059 -0.286 5.377
Cl 3.837 -0.156 4.107
Cl 4.325 -0.808 6.902
Cl 6.344 -1.404 4.892
H 5.501 0.695 5.530
C -0.276 0.144 -7.460
Cl 0.038 1.835 -7.872
Cl 0.675 -0.349 -6.051
Cl -1.999 -0.115 -7.161
H 0.022 -0.474 -8.302
C -10.535 0.863 0.003
Cl -12.028 1.094 0.925
Cl -9.993 -0.816 0.113
Cl -10.763 1.336 -1.685
H -9.767 1.500 0.433
*
```

- Look up the molar mass of the first one.
  704.1 g/mol